{
  "formula": "Cl2FH2P2",
  "method": "ωB97M-V/def2-TZVPD",
  "species": ["F", "P", "P", "Cl", "Cl", "H", "H"],
  "coordinates": [[1.51, 0.25, -1.21], [-0.22, 1.25, 0.97], [0.48, -0.44, -0.22], [1.70, -1.68, 0.54], [-1.07, -1.95, -1.64], [-1.26, 0.73, 1.53], [-1.14, 1.84, 0.03]],
  "e_above_lowest_ev": 2.157,
  "lumo_ev": -7.82,
  "total_charge": 1,
  "orbital_gap_ev": 8.11
}


{
  "formula": "Cl2H12NaO14",
  "method": "ωB97M-V/def2-TZVPD",
  "species": ["Na", "Cl", "O", "O", "O", "O", "Cl", "O", "O", "O", "O", "O", "H", "H", "O", "H", "H", "O", "H", "H", "O", "H", "H", "O", "H", "H", "O", "H", "H"],
  "coordinates": [[18.80, 11.17, -15.42], [18.64, 10.13, -19.34], [19.18, 11.31, -19.88], [19.67, 9.15, -19.32], [18.29, 10.37, -17.98], [17.55, 9.57, -20.17], [20.97, 8.35, -15.32], [19.92, 7.55, -15.73], [22.20, 7.62, -15.33], [21.09, 9.50, -16.26], [20.70, 8.72, -13.92], [19.86, 12.67, -14.08], [19.94, 13.47, -13.56], [19.62, 11.99, -13.45], [18.62, 13.38, -16.76], [18.28, 13.69, -17.61], [18.90, 14.18, -16.32], [18.15, 10.67, -12.85], [18.08, 10.09, -12.09], [17.55, 11.39, -12.66], [15.99, 11.91, -15.42], [15.43, 11.89, -14.64], [16.01, 12.83, -15.68], [21.63, 13.13, -16.11], [22.32, 13.71, -15.81], [21.01, 13.09, -15.38], [17.27, 9.24, -15.26], [16.69, 9.20, -14.50], [17.54, 8.33, -15.40]],
  "lumo_ev": [-1.03, -5.20],
  "orbital_gap_ev": [7.66, 3.48],
  "multiplicity": 2
}


{
  "formula": "Cl2H2",
  "method": "ωB97M-V/def2-TZVPD",
  "species": ["H", "H", "Cl", "Cl"],
  "coordinates": [[-0.28, -1.05, -0.72], [-0.40, -0.32, 1.92], [-0.36, 0.19, -1.02], [0.40, -0.11, 0.94]],
  "e_above_lowest_ev": 3.985,
  "lumo_ev": 0.88,
  "orbital_gap_ev": 9.05
}


{
  "formula": "Cl2H2NP",
  "method": "ωB97M-V/def2-TZVPD",
  "species": ["N", "P", "Cl", "Cl", "H", "H"],
  "coordinates": [[-0.93, 0.23, -0.03], [0.54, 0.39, -0.74], [1.68, -1.74, 0.22], [1.33, 1.66, 0.59], [-1.65, 0.00, -0.64], [-0.97, -0.53, 0.60]],
  "e_above_lowest_ev": 0.756,
  "lumo_ev": -1.13,
  "orbital_gap_ev": 9.12,
  "smiles": "NP(Cl)Cl"
}


{
  "formula": "Cl2H3NSi",
  "method": "ωB97M-V/def2-TZVPD",
  "species": ["N", "Si", "Cl", "Cl", "H", "H", "H"],
  "coordinates": [[-0.86, 0.82, 0.09], [0.52, -0.46, 0.03], [0.84, -0.99, 1.93], [-0.13, -2.00, -1.09], [-1.53, 0.77, -0.66], [-0.58, 1.77, 0.24], [1.74, 0.09, -0.54]],
  "e_above_lowest_ev": 0.059,
  "lumo_ev": 0.74,
  "orbital_gap_ev": 10.78,
  "smiles": "N[SiH](Cl)Cl"
}


{
  "formula": "Cl2H4Si2",
  "method": "ωB97M-V/def2-TZVPD",
  "species": ["Si", "Si", "Cl", "Cl", "H", "H", "H", "H"],
  "coordinates": [[1.28, 0.76, -0.80], [-1.78, -0.47, 1.69], [-0.65, -2.26, 1.15], [-0.56, 1.15, -1.78], [1.55, -0.60, -0.94], [2.33, 1.58, -1.41], [1.01, 1.07, 0.63], [-3.18, -1.24, 1.47]],
  "e_above_lowest_ev": 1.474,
  "lumo_ev": -1.15,
  "orbital_gap_ev": 8.15
}


{
  "formula": "Cl2HNOS",
  "method": "ωB97M-V/def2-TZVPD",
  "species": ["N", "O", "S", "Cl", "Cl", "H"],
  "coordinates": [[-0.19, 0.17, -0.66], [-2.32, 0.59, -1.80], [-1.68, 0.42, -0.55], [-2.92, -2.02, 0.40], [-2.21, 2.06, 0.67], [0.42, 0.00, 0.11]],
  "e_above_lowest_ev": 1.783,
  "lumo_ev": [-3.52, -3.94],
  "orbital_gap_ev": [8.01, 6.71]
}


{
  "formula": "Cl2HNS",
  "method": "ωB97M-V/def2-TZVPD",
  "species": ["N", "S", "Cl", "Cl", "H"],
  "coordinates": [[-2.38, -0.52, 2.11], [-1.97, -1.86, 1.53], [-2.84, 0.86, 1.03], [0.04, 0.58, -0.63], [-0.92, 1.14, 0.05]],
  "e_above_lowest_ev": 0.000,
  "lumo_ev": [-0.38, -2.91],
  "orbital_gap_ev": [8.56, 8.47],
  "multiplicity": 3
}


{
  "formula": "Cl2KO8",
  "method": "ωB97M-V/def2-TZVPD",
  "species": ["K", "Cl", "O", "O", "O", "O", "Cl", "O", "O", "O", "O"],
  "coordinates": [[-1.91, -1.39, -3.57], [1.99, -2.53, 0.61], [1.87, -3.67, 1.43], [3.40, -2.22, 0.47], [1.27, -2.68, -0.54], [1.11, -1.47, 1.03], [-1.62, 2.82, 0.18], [-2.30, 1.76, -0.54], [-0.41, 2.70, -0.52], [-1.94, 4.15, -0.19], [-1.45, 2.51, 1.64]],
  "e_above_lowest_ev": 5.139,
  "lumo_ev": -0.10,
  "total_charge": -1,
  "orbital_gap_ev": 4.52
}


{
  "formula": "Cl2NO11Rb",
  "method": "ωB97M-V/def2-TZVPD",
  "species": ["Rb", "Cl", "O", "O", "O", "O", "Cl", "O", "O", "O", "O", "N", "O", "O", "O"],
  "coordinates": [[-0.51, 0.46, 0.56], [-5.54, -3.50, -0.93], [-4.28, -2.77, -0.91], [-5.61, -4.05, 0.41], [-6.66, -2.70, -1.06], [-5.41, -4.52, -1.90], [2.75, 5.62, 1.83], [2.03, 5.27, 3.03], [4.09, 5.86, 2.29], [2.68, 4.61, 0.81], [2.20, 6.93, 1.44], [3.53, -2.76, -1.39], [4.23, -1.76, -1.37], [2.68, -3.16, -0.52], [3.81, -3.53, -2.28]],
  "e_above_lowest_ev": 1.344,
  "lumo_ev": 2.26,
  "total_charge": -2,
  "orbital_gap_ev": 5.37
}


{
  "formula": "Cl2NO11Tl",
  "method": "ωB97M-V/def2-TZVPD",
  "species": ["Tl", "N", "O", "O", "O", "Cl", "O", "O", "O", "O", "Cl", "O", "O", "O", "O"],
  "coordinates": [[-13.22, 10.01, 11.82], [-10.33, 10.19, 14.45], [-11.39, 10.71, 13.96], [-9.72, 10.95, 15.08], [-10.10, 9.04, 14.30], [-13.82, 13.86, 9.72], [-13.31, 12.54, 10.27], [-12.83, 14.56, 8.87], [-14.74, 13.33, 8.81], [-14.40, 14.60, 10.80], [-16.15, 7.03, 10.63], [-16.93, 8.02, 10.15], [-16.54, 6.43, 11.82], [-16.09, 6.01, 9.48], [-14.90, 7.70, 10.95]],
  "e_above_lowest_ev": 0.000,
  "lumo_ev": [0.83, -3.39],
  "total_charge": -1,
  "orbital_gap_ev": [7.36, 3.13],
  "multiplicity": 2
}


{
  "formula": "Cl2NO3P",
  "method": "ωB97M-V/def2-TZVPD",
  "species": ["N", "O", "O", "O", "P", "Cl", "Cl"],
  "coordinates": [[-1.37, 0.00, -0.14], [-1.76, -1.14, -0.25], [-1.95, 1.04, -0.32], [2.23, 0.35, 2.26], [0.58, -0.02, 0.18], [1.20, -1.68, -0.61], [1.06, 1.45, -1.13]],
  "e_above_lowest_ev": 7.363,
  "lumo_ev": [-3.48, -3.38],
  "orbital_gap_ev": [7.32, 7.44]
}


{
  "formula": "Cl2NO3P",
  "method": "ωB97M-V/def2-TZVPD",
  "species": ["N", "O", "O", "O", "P", "Cl", "Cl"],
  "coordinates": [[1.12, -0.01, -0.28], [1.20, -0.66, -1.28], [2.02, 0.49, 0.32], [-0.68, 0.25, 1.77], [-0.67, 0.06, 0.30], [-1.63, 1.52, -0.61], [-1.36, -1.66, -0.22]],
  "e_above_lowest_ev": 0.561,
  "lumo_ev": -0.76,
  "orbital_gap_ev": 10.60,
  "smiles": "O=[N+]([O-])P(=O)(Cl)Cl"
}


{
  "formula": "Cl2P2S",
  "method": "ωB97M-V/def2-TZVPD",
  "species": ["P", "P", "S", "Cl", "Cl"],
  "coordinates": [[0.61, -1.10, -0.67], [-0.47, 0.87, 0.01], [2.35, -0.37, -1.11], [-2.40, 0.22, -0.20], [-0.09, 0.39, 1.98]],
  "e_above_lowest_ev": 0.634,
  "lumo_ev": -1.94,
  "orbital_gap_ev": 6.83,
  "smiles": "S=P#P(Cl)Cl"
}


{
  "formula": "Cl3H3Si3",
  "method": "ωB97M-V/def2-TZVPD",
  "species": ["Si", "Si", "Si", "Cl", "Cl", "Cl", "H", "H", "H"],
  "coordinates": [[-0.18, 0.12, -1.39], [1.60, -0.19, 0.10], [-1.95, 0.03, 0.10], [3.52, 0.48, -0.30], [0.89, 0.82, 1.91], [-2.81, 1.85, -0.20], [-0.15, -1.25, -2.17], [2.17, -1.19, 0.98], [-3.09, -0.66, 0.96]],
  "e_above_lowest_ev": 1.237,
  "lumo_ev": -2.16,
  "orbital_gap_ev": 6.29,
  "smiles": "Cl/[SiH]=[SiH]/[SiH](Cl)Cl"
}


{
  "formula": "Cl3OPS",
  "method": "ωB97M-V/def2-TZVPD",
  "species": ["O", "P", "S", "Cl", "Cl", "Cl"],
  "coordinates": [[2.42, -1.10, 0.55], [2.98, -0.32, -0.57], [-2.85, -0.18, 0.49], [4.51, 0.69, 0.26], [-2.68, 1.75, 0.04], [-4.38, -0.84, -0.77]],
  "e_above_lowest_ev": 1.526,
  "lumo_ev": -1.14,
  "orbital_gap_ev": 8.31,
  "smiles": "ClSCl.O=PCl"
}


{
  "formula": "Cl4O16",
  "method": "ωB97M-V/def2-TZVPD",
  "species": ["Cl", "O", "O", "O", "O", "Cl", "O", "O", "O", "O", "Cl", "O", "O", "O", "O", "Cl", "O", "O", "O", "O"],
  "coordinates": [[0.65, 0.63, -0.76], [0.35, 1.95, -1.09], [0.40, 0.11, 0.56], [0.07, -0.38, -1.70], [2.06, 0.48, -1.08], [-3.33, -2.09, 1.42], [-2.86, -3.38, 1.10], [-4.53, -1.67, 0.85], [-3.51, -1.65, 2.80], [-2.25, -1.09, 1.14], [1.14, -4.09, 0.61], [0.27, -4.57, 1.66], [1.24, -2.65, 0.70], [2.47, -4.65, 0.65], [0.56, -4.01, -0.69], [1.45, 5.50, -1.19], [0.48, 4.84, -0.35], [0.77, 5.83, -2.40], [2.32, 6.63, -0.73], [2.25, 4.29, -1.49]],
  "e_above_lowest_ev": 4.842,
  "lumo_ev": 8.72,
  "total_charge": -4,
  "orbital_gap_ev": 5.33
}


{
  "formula": "Cl5N2P3",
  "method": "ωB97M-V/def2-TZVPD",
  "species": ["N", "N", "P", "P", "P", "Cl", "Cl", "Cl", "Cl", "Cl"],
  "coordinates": [[-0.26, -1.44, -1.01], [-0.09, 1.71, 0.17], [-1.38, -1.25, 0.12], [1.38, -1.56, -0.85], [1.12, 1.71, 1.11], [-1.69, 1.43, 0.14], [-2.82, -1.68, -1.13], [1.99, 0.08, -1.81], [1.78, -0.83, 1.09], [0.48, 1.59, 3.00]],
  "e_above_lowest_ev": 0.484,
  "lumo_ev": -0.98,
  "orbital_gap_ev": 8.64
}


{
  "formula": "Cl5NP2",
  "method": "ωB97M-V/def2-TZVPD",
  "species": ["N", "P", "P", "Cl", "Cl", "Cl", "Cl", "Cl"],
  "coordinates": [[-1.13, 0.15, 0.37], [-1.25, 1.56, 1.09], [0.07, -0.76, -0.28], [1.62, 0.62, 1.14], [-0.62, 2.99, -0.12], [-1.04, -1.97, -1.43], [1.47, -0.35, -1.59], [0.87, -2.24, 0.83]],
  "e_above_lowest_ev": 1.746,
  "lumo_ev": -2.14,
  "orbital_gap_ev": 7.72,
  "smiles": "Cl/P=N\\P(Cl)(Cl)(Cl)Cl"
}


{
  "formula": "Cl5NP2",
  "method": "ωB97M-V/def2-TZVPD",
  "species": ["N", "P", "P", "Cl", "Cl", "Cl", "Cl", "Cl"],
  "coordinates": [[0.40, 0.62, 0.92], [1.85, 0.98, 0.58], [-0.79, -0.36, 0.15], [0.82, -1.92, 0.33], [2.27, 1.52, -1.26], [-1.85, 1.32, -0.19], [-0.64, -0.72, -1.79], [-2.06, -1.44, 1.25]],
  "e_above_lowest_ev": 1.923,
  "lumo_ev": -1.33,
  "orbital_gap_ev": 8.67,
  "smiles": "Cl/P=N\\P(Cl)(Cl)(Cl)Cl"
}


| no. | largest force on an atom (hartree/bohr) |
| --- | --- |
| 1 | 0.082 |
| 2 | 0.081 |
| 3 | 0.208 |
| 4 | 0.051 |
| 5 | 0.079 |
| 6 | 0.038 |
| 7 | 0.025 |
| 8 | 0.051 |
| 9 | 0.193 |
| 10 | 0.120 |
| 11 | 0.133 |
| 12 | 0.062 |
| 13 | 0.081 |
| 14 | 0.025 |
| 15 | 0.037 |
| 16 | 0.029 |
| 17 | 0.206 |
| 18 | 0.050 |
| 19 | 0.044 |
| 20 | 0.076 |